1.
ORCA calculation (ωB97M-V/def2-TZVPD) on one molecule with the formula C5H9NO.

Output
HOMO, eV: -10.861
LUMO energy, hartree: 0.0272
DFT total energy, hartree: -325.90116
Total charge: 0
Orbital gap, Ha: 0.4263
SMILES: CC[C@@H](O)CC#N
Relative energy (zero: lowest compared OMol25 entry of this formula, charge and spin), kJ/mol: 95.6
Largest force on an atom, Eh/bohr: 0.0225

Each line ends with the Mulliken charge.
Cartesian coordinates (Å):
C 2.038 0.200 0.095  -1.18
C 0.632 -0.043 0.639  -0.49
C -0.391 -0.362 -0.457  0.13
O -0.445 -1.745 -0.760  -0.55
C -1.819 -0.003 -0.035  -0.62
C -1.969 1.442 0.150  0.26
N -2.044 2.588 0.290  -0.42
H 2.058 1.109 -0.516  0.32
H 2.758 0.328 0.909  0.35
H 2.391 -0.631 -0.529  0.30
H 0.311 0.846 1.194  0.36
H 0.621 -0.884 1.345  0.31
H -0.146 0.216 -1.364  0.25
H 0.444 -2.038 -0.997  0.34
H -2.066 -0.518 0.900  0.29
H -2.522 -0.347 -0.800  0.34

=====

2.
ORCA calculation (ωB97M-V/def2-TZVPD) on C35H42F4GeN6O2SSc as an isolated structure.

Output
HOMO (spin up / spin down), eV: -10.551 / -13.217
LUMO energy (spin up / spin down), hartree: -0.1909 / -0.1918
DFT total energy, hartree: -5472.72482
Spin multiplicity: 2
Total charge: +2
Orbital gap (spin up / spin down), Ha: 0.1968 / 0.2939
Relative energy (zero: lowest compared OMol25 entry of this formula, charge and spin), kJ/mol: 23.2
Largest force on an atom, Eh/bohr: 0.0178

Each line ends with the Mulliken spin population.
Cartesian coordinates (Å):
Sc -1.519 0.029 1.207  0.03
C -3.446 -0.558 3.607  0.00
N -3.650 -0.409 2.147  0.00
C -4.857 0.423 1.977  0.00
C -3.893 -1.745 1.540  0.00
C -2.723 -2.690 1.787  0.00
N -1.482 -1.947 1.605  0.00
C -0.256 -2.577 1.830  -0.02
C 0.892 -1.798 1.708  0.05
F 0.678 -0.472 1.335  0.00
C 2.160 -2.205 2.045  -0.09
F 3.160 -1.339 1.976  -0.01
C 2.363 -3.516 2.443  0.00
C 1.259 -4.343 2.512  0.00
F 1.403 -5.608 2.880  0.00
C -0.028 -3.900 2.219  0.00
F -1.039 -4.766 2.336  0.00
H -4.276 -1.109 4.059  0.00
H -3.378 0.427 4.065  0.00
H -2.528 -1.105 3.803  0.00
H -5.653 0.073 2.640  0.00
H -5.241 0.341 0.962  0.00
H -4.644 1.465 2.215  0.00
H -4.056 -1.597 0.467  0.00
H -4.803 -2.185 1.964  0.00
H -2.810 -3.527 1.088  0.00
H -2.786 -3.118 2.792  0.00
H 3.350 -3.879 2.690  0.00
C 0.003 0.119 4.149  0.00
O -0.767 0.850 3.168  0.01
C -0.428 2.247 3.168  0.00
C -1.315 2.884 2.135  0.00
O -1.139 2.206 0.881  -0.01
C -0.044 2.759 0.093  0.07
H -0.226 0.515 5.138  0.00
H 1.066 0.222 3.923  0.00
H -0.297 -0.924 4.081  0.00
H 0.636 2.352 2.935  0.00
H -0.621 2.668 4.160  0.00
H -1.105 3.949 2.020  0.00
H -2.366 2.768 2.414  0.00
H -0.230 3.823 -0.044  0.00
H -0.050 2.232 -0.856  -0.04
H 0.898 2.581 0.610  -0.02
C -5.345 0.778 -2.987  0.00
C -4.034 0.096 -2.928  0.00
N -3.538 -0.693 -3.825  0.00
N -2.318 -1.067 -3.346  0.01
C -2.038 -0.533 -2.157  0.03
S -0.635 -0.634 -1.229  0.04
N -3.141 0.210 -1.876  0.01
N -3.212 0.947 -0.690  0.00
H -5.864 0.448 -3.884  0.00
H -5.225 1.861 -3.030  0.00
H -5.967 0.528 -2.125  0.00
H -1.722 -1.680 -3.883  0.00
H -2.887 1.895 -0.880  0.00
H -4.187 1.000 -0.415  0.00
C 2.455 -3.574 -4.112  0.04
C 2.301 -2.354 -4.756  -0.02
C 2.399 -1.170 -4.042  0.04
C 2.645 -1.181 -2.666  0.00
C 2.799 -2.420 -2.035  0.13
C 2.712 -3.603 -2.748  -0.01
Ge 2.642 0.413 -1.607  0.34
C 1.995 1.999 -2.472  0.14
C 2.498 3.264 -2.143  0.05
C 1.924 4.422 -2.647  -0.03
C 0.833 4.347 -3.503  0.05
C 0.329 3.101 -3.857  -0.03
C 0.898 1.947 -3.345  0.04
C 4.113 0.624 -0.397  0.09
C 5.190 -0.265 -0.431  0.04
C 6.220 -0.175 0.492  -0.02
C 6.200 0.812 1.466  0.04
C 5.138 1.706 1.516  -0.02
C 4.105 1.606 0.601  0.09
H 2.396 -4.496 -4.673  0.00
H 2.132 -2.327 -5.825  0.00
H 2.315 -0.230 -4.573  0.01
H 2.996 -2.462 -0.968  -0.02
H 2.850 -4.550 -2.244  0.00
H 3.368 3.350 -1.502  0.00
H 2.346 5.384 -2.392  0.00
H 0.401 5.249 -3.913  0.00
H -0.494 3.033 -4.556  0.00
H 0.485 0.987 -3.634  0.01
H 5.236 -1.033 -1.195  0.00
H 7.049 -0.869 0.441  0.00
H 7.013 0.892 2.174  0.00
H 5.124 2.487 2.265  0.00
H 3.285 2.314 0.662  -0.01

=====

3.
ORCA calculation (ωB97M-V/def2-TZVPD) on a 2-piece molecular cluster, C12H19NO overall.

Output
HOMO, eV: -8.651
LUMO energy, hartree: 0.0314
DFT total energy, hartree: -598.58698
Total charge: 0
Orbital gap, Ha: 0.3493
SMILES: CCN(C)C(C)=O.Cc1ccccc1
Relative energy (zero: lowest compared OMol25 entry of this formula, charge and spin), kJ/mol: 161.0
Largest force on an atom, Eh/bohr: 0.0560

Each line ends with the Mulliken charge.
Cartesian coordinates (Å):
C -3.799 0.406 -0.694  -1.66
C -1.610 0.545 -1.891  -0.50
C -2.582 -0.248 -1.277  1.01
C -0.473 -0.086 -2.366  -0.33
C -0.374 -1.469 -2.413  -0.78
C -2.308 -1.583 -0.985  -0.62
C -1.229 -2.208 -1.624  -0.30
H -1.761 1.615 -1.923  0.41
H 0.222 0.572 -2.872  0.48
H -3.715 1.465 -0.434  0.36
H -4.317 -0.065 0.142  0.37
H 0.398 -1.889 -3.043  0.36
H -3.021 -2.125 -0.379  0.41
H -1.154 -3.270 -1.428  0.38
H -4.576 0.486 -1.469  0.39
C 2.177 1.572 1.114  -0.51
C 1.424 2.121 -0.113  -1.03
C 3.377 -0.564 1.553  -1.18
C -0.091 -0.281 2.335  -1.16
C 0.977 -0.612 1.299  0.58
O 0.997 -1.703 0.776  -0.55
N 2.151 0.152 1.406  0.18
H 3.255 1.664 1.096  0.52
H 1.826 2.228 1.930  0.21
H 2.121 2.785 -0.611  0.41
H 0.455 2.565 0.053  0.35
H 3.297 -1.456 2.171  0.35
H -1.100 -0.204 1.920  0.20
H 1.467 1.292 -0.832  0.18
H 3.797 -0.873 0.584  0.35
H 4.165 -0.077 2.103  0.43
H -0.224 -1.238 2.844  0.33
H 0.230 0.484 3.032  0.37

=====

4.
ORCA calculation (ωB97M-V/def2-TZVPD) on C11H12F16NO9S3 as an isolated structure.

Output
HOMO, eV: -6.672
LUMO energy, hartree: 0.0704
DFT total energy, hartree: -3950.73625
Total charge: -1
Orbital gap, Ha: 0.3156
Largest force on an atom, Eh/bohr: 0.0731

Each line ends with the Mulliken charge.
Cartesian coordinates (Å):
C -0.663 -1.257 2.699  -0.95
S 0.649 -2.448 2.723  1.20
O 0.318 -3.539 3.555  -0.70
O 0.821 -2.884 1.389  -0.63
S 2.522 -1.545 3.420  0.81
O 3.374 -1.796 2.333  -0.62
O 2.938 -2.196 4.574  -0.58
N 2.365 0.025 3.532  -0.31
S 1.678 0.492 4.901  1.09
O 0.328 0.079 5.022  -0.60
O 2.425 0.299 6.051  -0.58
O 1.666 2.051 4.627  -0.51
H -0.224 -0.296 2.582  0.24
H -1.201 -1.352 3.613  0.40
H -1.347 -1.422 1.897  0.38
H 1.521 2.155 3.682  0.35
C -4.623 1.632 -1.863  -0.76
C -3.777 1.974 -0.629  0.90
C -2.378 1.365 -0.560  0.15
F -2.422 0.016 -0.528  -0.24
F -1.755 1.773 0.569  -0.26
F -4.472 1.670 0.486  -0.27
F -3.609 3.328 -0.637  -0.33
O -5.580 0.611 -1.707  -0.40
C -5.219 -0.688 -1.887  0.79
C -5.402 -1.492 -0.602  0.18
F -4.628 -0.988 0.377  -0.19
F -5.027 -2.771 -0.824  -0.26
F -3.970 -0.790 -2.370  -0.26
F -6.051 -1.206 -2.820  -0.31
H -5.213 2.522 -2.063  0.41
H -4.009 1.481 -2.750  0.36
H -1.766 1.679 -1.411  0.24
H -6.445 -1.467 -0.282  0.24
C 2.674 -1.023 -2.111  -0.90
C 4.051 -1.030 -1.435  0.84
C 4.195 -0.173 -0.183  0.58
F 3.997 1.147 -0.465  -0.25
F 5.453 -0.300 0.297  -0.29
F 5.003 -0.701 -2.350  -0.30
F 4.289 -2.311 -1.066  -0.30
O 2.518 -0.175 -3.237  -0.40
C 2.174 1.120 -3.066  0.85
C 3.265 2.048 -3.592  0.16
F 4.417 1.849 -2.928  -0.21
F 2.886 3.337 -3.401  -0.27
F 1.860 1.390 -1.789  -0.26
F 1.056 1.342 -3.807  -0.33
H 2.546 -2.023 -2.514  0.45
H 1.869 -0.892 -1.390  0.44
H 3.494 -0.493 0.592  -0.03
H 3.433 1.872 -4.656  0.25

=====

5.
ORCA calculation (ωB97M-V/def2-TZVPD) on C46H38N4OP2SSiV as an isolated structure.

Output
HOMO (spin up / spin down), eV: 0.024 / 0.064
LUMO energy (spin up / spin down), hartree: 0.1585 / 0.1585
DFT total energy, hartree: -4383.48545
Spin multiplicity: 4
Total charge: -2
Orbital gap (spin up / spin down), Ha: 0.1577 / 0.1562
Relative energy (zero: lowest compared OMol25 entry of this formula, charge and spin), kJ/mol: 2195.7
Largest force on an atom, Eh/bohr: 0.3694

Each line ends with the Mulliken spin population.
Cartesian coordinates (Å):
V -0.493 0.108 1.552  2.68
N -3.199 3.404 3.195  0.00
C -2.545 2.203 3.090  0.02
S -1.050 2.221 4.014  0.01
N -3.205 1.313 2.380  0.02
N -2.569 0.107 2.123  -0.02
C -3.325 -0.891 2.264  0.11
C -3.172 -2.213 1.855  0.00
C -4.262 -3.156 1.764  -0.01
C -4.153 -4.342 1.153  0.01
C -2.799 -4.881 0.674  0.01
C -1.785 -4.086 0.874  0.01
C -1.869 -2.724 1.225  -0.02
O -0.899 -1.881 1.160  -0.11
H -2.598 4.266 3.121  0.00
H -3.718 3.404 2.369  0.00
H -4.249 -0.836 2.601  0.01
H -5.006 -2.853 2.391  0.00
H -4.859 -5.155 1.055  0.00
H -2.740 -5.780 0.148  0.00
H -0.720 -4.508 0.449  0.00
C -1.200 4.148 0.391  -0.01
Si 0.019 2.619 0.429  0.06
C 0.342 2.341 -1.670  -0.01
C 1.028 3.016 -2.511  -0.01
C 1.083 2.852 -3.893  0.00
C 0.189 1.929 -4.404  0.00
C -0.617 1.208 -3.711  0.00
C -0.517 1.228 -2.126  0.04
P -0.860 -0.109 -1.064  0.00
C -0.060 -1.683 -1.979  -0.02
C -0.210 -1.766 -3.301  -0.01
C 0.007 -3.041 -4.101  0.00
C 0.613 -4.026 -3.391  0.00
C 1.070 -3.854 -1.923  0.00
C 0.482 -2.679 -1.160  0.03
C -2.578 -0.445 -1.240  0.02
C -3.297 0.713 -1.353  -0.01
C -4.702 0.563 -1.524  0.00
C -5.189 -0.650 -1.560  0.00
C -4.467 -1.860 -1.497  0.00
C -3.108 -1.735 -1.387  -0.01
C 1.777 3.371 0.715  0.00
C 1.949 4.725 0.817  -0.01
C 3.306 5.155 0.715  0.01
C 4.257 4.187 0.523  0.00
C 4.058 2.928 0.125  0.01
C 2.755 2.486 0.427  0.03
P 2.174 0.807 0.243  0.00
C 3.550 -0.191 -0.450  0.04
C 3.721 -0.432 -1.841  -0.01
C 5.006 -1.180 -2.221  0.00
C 5.820 -1.695 -1.367  0.00
C 5.566 -1.531 0.055  0.00
C 4.507 -0.802 0.463  0.01
C 1.942 0.248 1.842  0.06
C 1.557 -0.997 2.059  0.03
C 1.168 -1.877 3.256  -0.03
C 0.761 -1.427 4.385  0.08
C 0.664 0.016 4.557  -0.07
C 1.562 1.265 3.160  0.01
H -1.762 4.070 1.585  0.01
H -1.588 4.344 -0.712  0.00
H -2.411 3.448 0.248  0.00
H 1.735 3.899 -2.176  0.00
H 1.722 3.507 -4.531  0.00
H 0.188 1.901 -5.733  0.00
H -1.402 0.624 -3.967  0.00
H -0.338 -1.033 -3.978  0.00
H 0.183 -3.114 -5.049  0.00
H 0.915 -4.867 -3.866  0.00
H 1.459 -4.556 -1.584  0.00
H 0.751 -2.725 -0.242  0.01
H -2.934 1.594 -1.242  0.00
H -5.351 1.608 -1.656  0.00
H -6.274 -0.698 -1.893  0.00
H -4.888 -2.800 -1.438  0.00
H -2.307 -2.502 -1.294  0.00
H 1.079 5.387 0.859  0.00
H 3.392 6.309 1.225  0.00
H 5.362 4.589 0.565  0.00
H 5.078 2.362 -0.093  0.00
H 2.804 0.336 -2.250  0.00
H 5.253 -1.137 -3.339  0.00
H 6.732 -2.335 -1.631  0.00
H 6.195 -1.802 0.617  0.00
H 4.227 -0.916 1.607  0.00
H 1.737 -1.914 1.395  0.00
H 1.274 -3.160 3.183  0.00
H 0.311 -2.135 5.251  0.00
H 0.237 0.355 5.527  0.00
H 1.717 2.355 2.946  -0.01
N 1.956 0.604 4.323  0.06
C 0.037 0.859 3.397  -0.03